ORCA calculation (ωB97M-V/def2-TZVPD) on the molecule C22H21ClN4O4S in a non-equilibrium geometry.

Output
- Kohn-Sham gap (eV) = 8.6
- strongest force on any atom (eV/A) = 1.4
- HOMO (Ha) = -0.304
- energy relative to the best compared isomer or geometry (same formula, charge and spin) (kcal per mole) = 88.11
- molar mass (g mol⁻¹) = 472.95

Each atom is followed by the atoms it is bonded to, with distances in Å.
Element x y z (Å)
1 C -2.55 -4.52 3.44  C2 1.521, H33 1.086, H34 1.086, H35 1.086
2 C -1.72 -3.31 3.07  C1 1.521, O3 1.414, H36 1.099, H37 1.099
3 O -1.36 -3.44 1.71  C2 1.414, C4 1.359
4 C -0.62 -2.46 1.13  O3 1.359, C5 1.396, C32 1.390
5 C -0.32 -2.64 -0.22  C4 1.396, C6 1.377, H38 1.078
6 C 0.41 -1.70 -0.92  C5 1.377, C7 1.394, H39 1.077
7 C 0.87 -0.55 -0.29  C6 1.394, N8 1.403, C31 1.389
8 N 1.59 0.45 -0.95  C7 1.403, C9 1.439, S21 1.671
9 C 2.37 0.19 -2.13  N8 1.439, C10 1.528, H40 1.093, H41 1.097
10 C 1.82 0.68 -3.47  C9 1.528, O11 1.210, N12 1.361
11 O 2.57 0.96 -4.38  C10 1.210
12 N 0.47 0.71 -3.66  C10 1.361, N13 1.338, H42 1.026
13 N -0.45 0.45 -2.73  N12 1.338, C14 1.272
14 C -1.68 0.55 -3.04  N13 1.272, C15 1.452, H43 1.095
15 C -2.73 0.22 -2.10  C14 1.452, C16 1.397, N20 1.334
16 C -2.51 0.22 -0.72  C15 1.397, C17 1.383, H44 1.076
17 C -3.55 -0.14 0.11  C16 1.383, C18 1.387, H45 1.080
18 C -4.78 -0.48 -0.45  C17 1.387, C19 1.388, H46 1.079
19 C -4.90 -0.41 -1.83  C18 1.388, N20 1.318, H47 1.083
20 N -3.92 -0.07 -2.63  C15 1.334, C19 1.318
21 S 1.23 2.06 -0.71  N8 1.671, O22 1.432, O23 1.432, C24 1.801
22 O -0.01 2.20 0.00  S21 1.432
23 O 1.38 2.76 -1.96  S21 1.432
24 C 2.55 2.63 0.37  S21 1.801, C25 1.382, C30 1.383
25 C 3.44 1.75 0.97  C24 1.382, C26 1.385, H48 1.079
26 C 4.43 2.24 1.79  C25 1.385, C27 1.388, H49 1.079
27 C 4.53 3.61 2.00  C26 1.388, Cl28 1.722, C29 1.389
28 Cl 5.77 4.22 3.03  C27 1.722
29 C 3.65 4.49 1.40  C27 1.389, C30 1.384, H50 1.078
30 C 2.65 3.99 0.58  C24 1.383, C29 1.384, H51 1.078
31 C 0.59 -0.38 1.07  C7 1.389, C32 1.385, H52 1.078
32 C -0.15 -1.32 1.76  C4 1.390, C31 1.385, H53 1.078
33 H -1.97 -5.43 3.29  C1 1.086
34 H -3.44 -4.57 2.82  C1 1.086
35 H -2.85 -4.46 4.49  C1 1.086
36 H -0.82 -3.26 3.70  C2 1.099
37 H -2.30 -2.39 3.22  C2 1.099
38 H -0.68 -3.53 -0.71  C5 1.078
39 H 0.60 -1.86 -1.97  C6 1.077
40 H 2.55 -0.89 -2.21  C9 1.093
41 H 3.34 0.68 -2.02  C9 1.097
42 H 0.18 1.08 -4.57  N12 1.026
43 H -2.01 0.84 -4.05  C14 1.095
44 H -1.55 0.53 -0.33  C16 1.076
45 H -3.42 -0.16 1.19  C17 1.080
46 H -5.61 -0.77 0.17  C18 1.079
47 H -5.84 -0.64 -2.32  C19 1.083
48 H 3.35 0.69 0.79  C25 1.079
49 H 5.13 1.57 2.27  C26 1.079
50 H 3.74 5.56 1.57  C29 1.078
51 H 1.95 4.65 0.08  C30 1.078
52 H 0.93 0.51 1.57  C31 1.078
53 H -0.35 -1.14 2.81  C32 1.078


ORCA calculation (ωB97M-V/def2-TZVPD) on the molecule C17H24N4O3 in a non-equilibrium geometry.

Output
- Kohn-Sham gap (eV) = 8.5
- strongest force on any atom (eV/A) = 1.3
- HOMO (Ha) = -0.299
- energy relative to the best compared isomer or geometry (same formula, charge and spin) (kcal per mole) = 2.56
- molar mass (g mol⁻¹) = 332.40

Each atom is followed by the atoms it is bonded to, with distances in Å.
Element x y z (Å)
1 N -5.78 -0.14 -0.45  C2 1.459, H25 1.026, H26 1.016
2 C -4.75 -1.15 -0.22  N1 1.459, C3 1.533, H27 1.082, H28 1.098
3 C -3.31 -0.62 -0.21  C2 1.533, C4 1.531, H29 1.107, H30 1.116
4 C -2.28 -1.72 0.05  C3 1.531, C5 1.536, H31 1.126, H32 1.079
5 C -0.85 -1.17 0.09  C4 1.536, C6 1.542, H33 1.096, H34 1.065
6 C 0.20 -2.26 0.39  C5 1.542, N7 1.450, C8 1.541, H35 1.084
7 N -0.09 -2.94 1.64  C6 1.450, H36 1.035, H37 1.021
8 C 1.59 -1.60 0.39  C6 1.541, O9 1.234, N10 1.347
9 O 2.06 -1.21 1.47  C8 1.234
10 N 2.20 -1.49 -0.80  C8 1.347, C11 1.472, H38 1.028
11 C 3.38 -0.71 -1.22  N10 1.472, C12 1.549, C22 1.538, H39 1.072
12 C 3.04 0.77 -1.50  C11 1.549, C13 1.500, H40 1.118, H41 1.117
13 C 2.40 1.51 -0.37  C12 1.500, C14 1.369, C21 1.436
14 C 2.94 1.83 0.84  C13 1.369, N15 1.375, H42 1.066
15 N 2.00 2.44 1.64  C14 1.375, C16 1.377, H43 0.997
16 C 0.81 2.52 0.95  N15 1.377, C17 1.394, C21 1.418
17 C -0.43 3.04 1.33  C16 1.394, C18 1.380, H44 1.102
18 C -1.45 3.01 0.41  C17 1.380, C19 1.413, H45 1.079
19 C -1.25 2.48 -0.89  C18 1.413, C20 1.384, H46 1.096
20 C -0.03 1.95 -1.26  C19 1.384, C21 1.408, H47 1.092
21 C 1.03 1.96 -0.33  C13 1.436, C16 1.418, C20 1.408
22 C 4.66 -0.81 -0.37  C11 1.538, O23 1.207, O24 1.328
23 O 5.72 -0.68 -0.93  C22 1.207
24 O 4.58 -0.93 0.95  C22 1.328, H48 0.988
25 H -5.73 0.59 0.27  N1 1.026
26 H -5.61 0.32 -1.34  N1 1.016
27 H -4.85 -1.91 -0.97  C2 1.082
28 H -4.95 -1.63 0.75  C2 1.098
29 H -3.19 0.16 0.58  C3 1.107
30 H -3.07 -0.12 -1.17  C3 1.116
31 H -2.35 -2.52 -0.75  C4 1.126
32 H -2.49 -2.24 0.97  C4 1.079
33 H -0.76 -0.40 0.87  C5 1.096
34 H -0.64 -0.68 -0.83  C5 1.065
35 H 0.15 -3.01 -0.40  C6 1.084
36 H 0.53 -3.75 1.77  N7 1.035
37 H 0.13 -2.30 2.40  N7 1.021
38 H 1.68 -1.86 -1.61  N10 1.028
39 H 3.67 -1.14 -2.15  C11 1.072
40 H 2.34 0.80 -2.38  C12 1.118
41 H 3.99 1.26 -1.81  C12 1.117
42 H 3.92 1.66 1.23  C14 1.066
43 H 2.14 2.75 2.58  N15 0.997
44 H -0.56 3.48 2.33  C17 1.102
45 H -2.41 3.41 0.67  C18 1.079
46 H -2.08 2.49 -1.61  C19 1.096
47 H 0.13 1.54 -2.26  C20 1.092
48 H 3.64 -0.99 1.24  O24 0.988